Entry 1:
{"formula": "C5H8N2O2", "method": "ωB97M-V/def2-TZVPD", "molar_mass_g_mol": 128.13, "e_homo_ev": -6.82, "energy_ev": -12381.98200, "lumo_energy_ha": 0.0083, "total_charge": 0, "elements": ["C", "C", "C", "C", "C", "N", "N", "O", "O", "H", "H", "H", "H", "H", "H", "H", "H"], "coordinates": [[-0.0539, 0.8920, -0.8945], [-1.2740, 1.1611, -0.3413], [0.3574, -0.1207, 1.5912], [1.1083, 0.2445, -0.5568], [1.2677, -1.3392, -0.8240], [-1.5770, 1.1350, 1.0611], [-0.6367, 0.6037, 1.9496], [0.0532, -1.9784, -0.7668], [1.7765, -1.4056, -2.1426], [-0.0681, 1.2962, -1.9093], [-1.9893, 1.7556, -0.9321], [0.9805, -0.7880, 2.3315], [2.0141, -1.6344, -0.1333], [-1.9121, 2.0196, 1.4117], [-0.9663, 0.7842, 2.8430], [-0.3102, -1.6426, 0.0464], [1.2298, -0.9831, -2.7337]], "forces_ev_per_a": [[-2.427, 0.320, -1.086], [0.781, 0.726, 0.154], [1.296, -1.168, -0.858], [1.261, -1.888, 2.430], [-0.665, 4.030, -1.912], [-0.212, -0.287, -0.593], [0.885, -0.752, -1.977], [0.121, -1.180, -0.233], [2.330, -2.165, 2.726], [0.378, -0.198, -0.192], [0.312, -0.413, 0.682], [-1.501, 2.025, -0.752], [0.725, -0.958, 0.416], [0.129, 0.185, 0.079], [-0.428, 0.070, 2.427], [-0.764, 0.146, 0.577], [-2.218, 1.507, -1.886]], "lowdin_charge": [-0.23, -0.13, 0.07, 0.05, -0.49, -0.02, -0.05, 0.01, 0.02, 0.11, 0.10, 0.12, 0.11, 0.12, 0.13, 0.05, 0.04]}



Entry 2:
{"formula": "C5H8N2O3", "method": "ωB97M-V/def2-TZVPD", "molar_mass_g_mol": 144.13, "e_homo_ev": -8.37, "energy_ev": -14435.53778, "lumo_energy_ha": 0.0198, "smiles": "C=C(O)/N=C\\CN.O=C=O", "total_charge": 0, "elements": ["C", "C", "C", "C", "C", "N", "N", "O", "O", "O", "H", "H", "H", "H", "H", "H", "H", "H"], "coordinates": [[1.6524, -0.2199, 0.0457], [-1.6587, -2.7532, 0.8079], [0.8754, -0.4500, 1.4089], [0.1260, 1.3155, -1.2341], [-0.9510, 0.9469, -1.9739], [1.2452, 0.4103, -0.9709], [-0.3849, 0.1271, 1.7065], [-1.3646, -2.4844, -0.2525], [-2.0528, -2.9766, 1.8690], [0.5488, 2.6914, -0.9340], [2.6407, -0.6859, -0.0618], [0.8513, -1.5001, 1.2969], [1.6266, -0.0791, 2.1119], [-1.6014, 1.6730, -2.5484], [-1.1609, -0.0628, -2.2188], [-0.5195, 1.1678, 1.7034], [-0.9766, -0.0789, 0.9429], [1.1041, 2.9589, -1.6987]], "forces_ev_per_a": [[-2.135, 1.307, 0.043], [-1.450, -0.273, 2.374], [2.772, 2.016, -1.412], [1.243, -0.160, -0.304], [0.342, 2.468, 0.032], [-0.441, 1.179, -0.358], [-1.019, 1.429, -0.219], [1.255, 0.612, -2.933], [0.163, -0.365, 0.612], [-0.804, -2.271, -1.246], [-0.279, -0.158, 0.291], [-0.362, -1.490, 1.097], [-0.107, -0.729, 0.465], [0.909, -0.595, 1.277], [0.201, -0.886, 0.153], [1.283, -1.167, 0.340], [-1.154, -0.674, -0.897], [-0.416, -0.243, 0.684]], "lowdin_charge": [-0.11, -0.46, -0.25, -0.38, 0.04, 0.09, 0.02, 0.22, 0.22, -0.03, 0.11, 0.08, 0.11, 0.08, 0.03, 0.11, 0.03, 0.10]}



Entry 3:
{"formula": "C5H8N2O3", "method": "ωB97M-V/def2-TZVPD", "molar_mass_g_mol": 144.13, "e_homo_ev": -9.64, "energy_ev": -14436.71146, "lumo_energy_ha": 0.0026, "smiles": "O=c1cc[nH]c(=O)[nH]1.CO", "total_charge": 0, "elements": ["C", "C", "C", "C", "C", "H", "H", "H", "H", "H", "H", "H", "H", "N", "N", "O", "O", "O"], "coordinates": [[0.3020, 0.7181, 0.3217], [-0.5497, 1.8087, 0.6258], [-1.0090, 2.7066, -0.3297], [0.3723, 1.5916, -1.9441], [0.3581, -3.3527, 1.5551], [1.4140, -0.0250, -1.3789], [-0.7731, 2.1254, 1.7329], [-1.5099, 3.6454, -0.0684], [-0.7364, 3.1230, -2.4724], [-1.1556, -3.7241, 0.2890], [1.1226, -3.9266, 2.1043], [0.8791, -2.4397, 1.2379], [-0.3668, -2.9660, 2.2376], [0.7384, 0.7013, -0.9505], [-0.4986, 2.5220, -1.6421], [0.6801, -0.0453, 1.2498], [0.9123, 1.6428, -3.0366], [-0.1797, -4.1055, 0.4687]], "forces_ev_per_a": [[1.137, -1.878, 3.874], [-2.903, 4.304, 1.193], [2.344, -1.656, 0.441], [2.336, -0.500, -1.227], [1.313, 0.574, -0.234], [-1.423, 1.409, 1.594], [0.466, -1.272, -2.343], [-0.023, -0.620, -0.431], [0.275, -0.785, 1.605], [3.528, -1.370, 0.589], [-0.565, -0.219, -0.278], [-0.058, -0.230, -0.402], [-0.800, -0.218, 0.614], [1.798, -2.070, -2.973], [-3.664, 3.100, 0.970], [-0.489, 1.119, -2.620], [0.141, -1.091, -0.085], [-3.411, 1.403, -0.285]], "lowdin_charge": [-0.48, -0.01, -0.01, -0.57, -0.19, 0.22, 0.16, 0.12, 0.20, 0.15, 0.08, 0.05, 0.06, 0.21, 0.11, 0.02, 0.06, -0.17]}